(1)
{"formula": "C12H32BO4S", "method": "wB97M-V/def2-TZVPD", "species": ["C", "C", "C", "H", "C", "H", "H", "H", "C", "C", "H", "H", "C", "H", "C", "H", "H", "H", "H", "H", "O", "C", "H", "H", "H", "B", "H", "O", "O", "H", "S", "H", "H", "H", "H", "H", "C", "C", "C", "H", "H", "O", "H", "H", "H", "H", "H", "H", "H", "H"], "coordinates": [[-1.13471, 1.12739, -1.74837], [-2.02377, -1.46943, -5.37329], [1.53895, 1.05506, 3.40355], [-1.83979, -4.21444, -4.94257], [-0.16100, 1.25840, -0.59754], [-4.04714, -3.07923, -4.52748], [2.03197, 3.12224, 2.03446], [-1.76746, -0.12470, 1.92354], [-2.98991, -1.63407, -6.53249], [0.92114, 2.07908, 4.35270], [-1.52520, 0.11424, -1.84832], [-0.63326, 1.37251, -2.68492], [-2.22456, -4.06963, -3.93274], [-3.84615, -0.96888, -6.41545], [-3.20176, -2.91014, -3.85219], [0.42647, -1.27178, 1.43131], [-3.61082, -2.83727, -2.84391], [0.42534, 2.85314, 3.76225], [2.89513, 2.29560, 5.31239], [-1.63070, -0.45221, -5.36049], [-0.74274, 1.07714, 0.69434], [1.89058, 2.72345, 5.35609], [0.25260, 2.26838, -0.55811], [-3.36014, -2.65607, -6.61814], [-0.07691, -1.49749, -0.24801], [4.31698, 2.26216, 2.73493], [1.97207, 3.80066, 5.19990], [-2.61611, -1.64026, -4.09444], [5.04589, 1.14605, 2.86632], [1.54409, 2.59176, 6.38046], [2.54572, 1.88287, 2.08384], [-1.16745, -2.14266, -5.49425], [1.67788, -0.68250, 4.60842], [5.87566, 1.27049, 3.34493], [-1.97818, 1.80612, -1.61899], [4.18278, 4.16347, 3.33363], [-0.44051, -1.37269, 0.77191], [2.36602, -0.05478, 4.03950], [-1.37280, -0.18181, 0.90819], [-1.37685, -3.90537, -3.26533], [2.84440, -0.68485, 3.28862], [4.73738, 3.53367, 2.86615], [-2.72484, -4.99237, -3.63657], [-0.96924, -2.28581, 1.04591], [0.68167, 0.56653, -0.71808], [0.74366, 0.58506, 2.81946], [0.12100, 1.54203, 4.86858], [-2.23005, -0.29616, 0.23927], [-2.48537, -1.38814, -7.46751], [3.14005, 0.31524, 4.70855]], "nbo_charge": [-0.65, -0.06, -0.25, 0.21, -0.06, 0.17, 0.19, 0.18, -0.65, -0.43, 0.22, 0.23, -0.64, 0.21, -0.06, 0.18, 0.18, 0.22, 0.20, 0.18, -0.57, -0.64, 0.18, 0.21, 0.22, 1.00, 0.22, -0.54, -0.86, 0.25, 0.33, 0.16, 0.25, 0.53, 0.22, 0.53, -0.64, -0.64, -0.07, 0.21, 0.24, -0.88, 0.22, 0.23, 0.16, 0.27, 0.25, 0.18, 0.22, 0.22], "e_tot_ev": -32660.0221, "homo_lumo_gap_ev": 8.2, "multiplicity": 1, "e_lumo_ev": -3.1, "total_charge": 1, "fmax_ev_per_a": 0.53}

(2)
{"formula": "C3H13N3", "method": "wB97M-V/def2-TZVPD", "species": ["H", "H", "H", "H", "C", "H", "H", "H", "H", "C", "N", "H", "H", "C", "H", "N", "H", "H", "N"], "coordinates": [[-1.82856, 0.84120, -0.41685], [3.80226, 1.78094, 0.80798], [-1.40990, -1.41285, -0.03781], [1.74908, 1.25016, -0.06752], [-2.44042, -1.55127, 0.30918], [-3.46961, 1.58074, -0.46396], [3.38976, -0.95172, 0.55666], [-2.75452, -2.50541, -0.11019], [2.34253, -1.27796, -0.63907], [-2.82928, 0.84622, 0.01506], [3.81242, 1.46693, -0.15479], [-2.71147, 1.14110, 1.06330], [2.47050, 0.66465, -1.50516], [2.62396, 0.70129, -0.42272], [-2.33526, -1.72390, 1.38540], [-3.30095, -0.51543, -0.14643], [-4.29384, -0.61472, -0.02424], [4.66555, 0.93371, -0.28715], [2.51775, -0.65370, 0.13831]], "nbo_charge": [0.19, 0.36, 0.19, 0.17, -0.41, 0.20, 0.35, 0.20, 0.36, -0.40, -0.83, 0.16, 0.16, -0.05, 0.16, -0.64, 0.36, 0.35, -0.86], "smiles": "CNC.NCN", "e_tot_ev": -7791.2039, "homo_lumo_gap_ev": 9.3, "multiplicity": 1, "e_lumo_ev": 1.0, "de_lowest_kj_mol": 79.1, "fmax_ev_per_a": 1.26}

(3)
{"formula": "C6H6O3Pm", "method": "wB97M-V/def2-TZVPD", "species": ["H", "C", "H", "H", "C", "C", "H", "C", "O", "H", "O", "O", "C", "Pm", "H", "C"], "coordinates": [[-3.02745, -1.68134, -1.27840], [0.59432, -0.84498, 0.42814], [-4.35272, 0.01572, 0.94369], [-5.21619, -0.99700, -0.23716], [-3.07688, -1.26471, -0.25814], [-1.76679, -0.58192, -0.02224], [-0.37994, -2.39929, -0.48733], [-0.51004, -1.31886, -0.17512], [2.86140, -1.59884, -0.13140], [-4.31631, 0.43959, -0.78092], [2.02956, 0.43156, -0.66478], [-1.71755, 0.63869, 0.25962], [-4.31050, -0.39930, -0.07206], [0.59505, 1.58733, 0.20532], [-3.09556, -2.14559, 0.40494], [1.94800, -0.77288, -0.15294]], "lowdin_spin": [0.00, -0.03, 0.00, 0.00, 0.00, 0.00, 0.00, -0.01, 0.00, 0.00, -0.02, -0.01, 0.00, 4.08, 0.00, 0.00], "e_tot_ev": -29007.3449, "homo_lumo_gap_ev": [7.1, 7.2], "s2": 6.016, "multiplicity": 5, "e_lumo_ev": [-5.5, -5.3], "total_charge": 1, "fmax_ev_per_a": 6.20}

(4)
{"formula": "C17H17N5O2S", "method": "wB97M-V/def2-TZVPD", "species": ["O", "C", "O", "C", "H", "H", "C", "C", "S", "N", "C", "C", "C", "H", "C", "C", "N", "H", "H", "C", "H", "H", "C", "H", "C", "H", "H", "H", "H", "H", "C", "H", "N", "H", "N", "C", "C", "H", "N", "C", "H", "C"], "coordinates": [[2.58349, 3.33366, 0.26527], [4.82940, 0.16794, -1.85350], [2.02525, -2.77339, 0.83699], [-0.04458, -1.27400, 1.74425], [0.07714, 3.95068, 0.19750], [-4.83876, -1.73521, -0.86292], [4.95909, -1.14910, -1.81056], [1.60308, 2.57489, -0.00004], [-1.07096, 0.86741, -1.25695], [-2.02900, 2.30251, 0.31123], [3.93863, -1.51397, -1.10068], [-1.18805, -1.97297, 1.15602], [-0.81708, 2.28491, 0.08088], [0.62226, -2.24905, 2.71040], [-4.67082, -0.62287, -0.49420], [3.75859, 1.14342, -1.34590], [1.05315, -0.71445, 1.09898], [-1.22290, -0.91851, 3.65109], [-1.69359, -1.18550, 0.47525], [-4.98347, 0.38499, -1.45764], [3.96744, -2.55545, -0.77108], [5.71012, -1.51134, -2.14600], [-2.68847, 1.11538, -0.89344], [3.76811, 2.14598, -1.33611], [2.89743, -1.00702, -0.27209], [-5.39403, 1.27586, -1.15929], [-5.56114, 0.12114, -2.49476], [-2.02714, -2.46602, 1.70312], [-4.67135, -0.51135, 0.46560], [5.40461, 0.75214, -2.57248], [1.95444, -1.64894, 0.37922], [-3.12960, -0.56208, -2.24325], [0.24944, 2.92844, 0.19405], [-0.89992, -2.80656, 0.38398], [1.00949, 0.64371, 1.00229], [1.76262, 1.07179, 0.02159], [2.88915, 0.40337, -0.60524], [0.35115, -0.03954, 3.60405], [-3.08550, 1.75032, 0.08973], [-0.55317, -0.33704, 3.18723], [-1.17719, 0.52261, 2.54525], [-3.66736, -0.18679, -1.42783]], "nbo_charge": [-0.55, -0.07, -0.55, 0.05, 0.43, 0.21, -0.28, 0.67, 0.11, -0.26, 0.00, -0.69, 0.40, 0.15, -0.39, -0.22, -0.31, 0.20, 0.21, -0.41, 0.20, 0.21, 0.08, 0.25, -0.21, 0.24, 0.19, 0.25, 0.22, 0.19, 0.60, 0.24, -0.64, 0.23, -0.14, 0.06, 0.00, 0.21, -0.28, -0.55, 0.19, -0.25], "e_tot_ev": -40268.9983, "homo_lumo_gap_ev": 7.7, "multiplicity": 1, "e_lumo_ev": -0.6, "de_lowest_kj_mol": 1755.3, "fmax_ev_per_a": 17.35}

(5)
{"formula": "C18H49O7V", "method": "wB97M-V/def2-TZVPD", "species": ["H", "H", "H", "H", "C", "H", "C", "H", "H", "H", "H", "V", "H", "H", "H", "O", "H", "H", "H", "H", "H", "H", "C", "H", "O", "O", "H", "H", "H", "C", "H", "C", "H", "H", "H", "C", "C", "C", "C", "C", "O", "H", "H", "H", "H", "H", "H", "C", "C", "H", "H", "H", "O", "H", "H", "H", "O", "H", "H", "C", "H", "C", "C", "H", "H", "O", "H", "C", "C", "H", "H", "H", "C", "H", "H"], "coordinates": [[3.49001, -0.25942, -4.64111], [0.64005, 4.02511, -1.86731], [2.89935, -1.76989, 4.39881], [-0.45381, -3.51255, -1.90851], [-3.33184, -0.05625, 2.93785], [1.97418, 5.13756, 1.55412], [2.02927, -0.83502, 2.63539], [1.48916, -1.54680, 2.01093], [0.70531, 0.16457, -3.58687], [1.23659, -3.37974, -0.08835], [1.64859, 3.55917, 2.27882], [-0.33221, 0.84692, 0.92857], [-1.62375, -5.63749, -1.16631], [-4.05675, 2.08195, -2.07227], [1.79602, 1.70626, -0.31400], [2.06037, 0.75854, -2.13476], [-1.31147, 1.37367, -3.65584], [0.28624, 4.45898, 1.74973], [0.65520, -5.05959, -0.09521], [-2.76745, -4.35691, -1.35350], [-0.78843, -1.64977, -0.68416], [0.69329, 5.40150, -0.88123], [-3.79020, 1.02546, -1.96946], [2.49200, 3.76637, -0.27307], [-2.04298, 1.37241, -0.34924], [1.28172, 0.39191, 2.41962], [1.66517, 1.12125, 2.91987], [1.47053, 0.19900, -1.56842], [2.13179, -1.37343, -4.63299], [-1.91181, -4.66694, -0.75549], [-2.49646, -2.63901, 4.37085], [-1.86413, -1.92305, 3.85098], [3.07211, -1.15509, -3.17635], [-4.26692, -0.21958, 3.47354], [1.05350, -1.27789, -0.19628], [-0.78507, -3.66196, -0.87982], [1.74615, 0.49841, -3.51956], [1.32973, 4.26529, 1.50053], [-2.28972, 0.90994, -1.74302], [2.04243, -1.16769, 4.11501], [-1.36004, -2.40192, -0.43293], [3.94152, -1.60325, 1.88180], [2.99566, 2.16792, -4.08973], [1.98108, -0.24623, 4.69630], [4.02677, -0.02023, 2.67679], [0.04117, -3.93044, 1.09331], [-0.98197, -2.49502, 3.53645], [1.97949, 1.80248, -4.23569], [0.48403, 4.32666, -0.82983], [-1.40429, -1.59999, 1.03277], [-2.75783, 1.96469, -0.09455], [1.12926, -1.70898, 4.37077], [-1.47277, -0.87463, 1.70167], [-3.13469, -2.02468, 2.16641], [-3.59666, 0.41444, 1.98491], [1.78160, 1.70862, -5.30857], [0.54516, -0.47444, -0.33221], [3.34992, -0.19581, 1.04144], [-1.43636, -1.18862, 4.54142], [-2.50448, -1.26706, 2.64090], [-2.80924, 0.70107, 3.53685], [3.41787, -0.65837, 2.02787], [2.66025, -0.62566, -4.03616], [-0.49396, 1.89084, -2.22550], [-0.52349, 4.12064, -0.48124], [1.12682, 2.23521, 0.15085], [-4.37069, 0.57551, -1.16586], [0.36073, -4.01763, 0.05270], [1.48443, 3.65747, 0.11801], [-2.15198, -4.78722, 0.29926], [-1.97574, -0.13002, -1.74380], [-4.04740, 0.56374, -2.92330], [-1.49487, 1.79495, -2.66943], [1.32230, 2.60079, -3.87652], [-1.88733, 2.80898, -2.73663]], "lowdin_spin": [0.00, 0.00, 0.00, 0.00, 0.00, 0.00, 0.00, 0.00, 0.00, 0.00, 0.00, 2.82, 0.00, 0.00, 0.00, 0.00, 0.00, 0.00, 0.00, 0.00, 0.00, 0.00, 0.00, 0.00, 0.03, 0.02, 0.00, 0.00, 0.00, 0.00, 0.00, 0.00, 0.00, 0.00, 0.00, 0.00, 0.00, 0.00, 0.00, 0.00, 0.00, 0.00, 0.00, 0.00, 0.00, 0.00, 0.00, 0.00, 0.00, 0.00, 0.00, 0.00, 0.02, 0.00, 0.00, 0.00, 0.04, 0.00, 0.00, 0.00, 0.00, 0.00, 0.00, 0.00, 0.00, 0.03, 0.00, 0.00, 0.00, 0.00, 0.00, 0.00, 0.00, 0.00, 0.00], "e_tot_ev": -59477.3495, "homo_lumo_gap_ev": [8.3, 9.4], "s2": 3.754, "multiplicity": 4, "e_lumo_ev": [-2.8, -2.8], "de_lowest_kj_mol": 0.0, "total_charge": 1, "fmax_ev_per_a": 1.60}